Molecular formula: C24H32N2O6
Method: DFT, wB97M-V/def2-TZVPD

The geometry in XYZ format:
```
64
Properties=species:S:1:pos:R:3:forces:R:3
C -2.97478 -6.60444 1.00977 0.367 0.416 0.007
N -1.55926 -6.72014 0.65951 -0.066 -1.234 -0.267
C -0.72284 -5.67961 0.52909 -0.175 0.959 0.416
O -1.09613 -4.53682 0.76620 0.348 -0.290 -0.341
C 0.75706 -5.95513 0.16153 0.313 -0.439 -0.244
C 1.25365 -5.29879 -1.14561 -0.391 0.523 -0.208
C 1.23306 -3.78284 -1.20950 -0.020 0.426 -0.058
C 0.09869 -3.11529 -1.70799 0.850 0.758 0.203
C 0.10663 -1.71811 -1.85421 0.734 -0.544 0.307
C 1.24767 -0.97901 -1.49824 0.043 -0.904 0.140
C 2.38252 -1.64035 -0.99760 -0.782 -0.458 -0.188
C 2.37635 -3.04009 -0.85574 -0.936 0.595 -0.362
N 1.15419 -7.37962 0.19419 0.019 1.887 0.787
C 0.78982 -8.41414 -0.56850 -0.444 -1.424 -0.780
C 0.01515 -8.23550 -1.86065 0.040 0.182 0.212
O 1.08615 -9.54192 -0.21464 0.238 -0.409 0.062
H -3.48655 -5.96941 0.28342 0.011 -0.028 0.102
H -3.07335 -6.14920 1.99734 -0.073 -0.007 -0.086
H -3.44485 -7.58906 1.01877 0.244 0.080 -0.044
H -1.18118 -7.64409 0.51717 -0.150 0.129 0.139
H 1.31929 -5.46933 0.95945 -0.062 -0.099 0.134
H 2.28023 -5.62290 -1.32394 -0.049 -0.180 0.176
H 0.65827 -5.65913 -1.98148 -0.029 -0.134 -0.071
H -0.78293 -3.67566 -1.98278 -0.041 -0.076 -0.003
H -0.76453 -1.21412 -2.24600 -0.037 0.020 -0.008
H 1.25207 0.09627 -1.60912 0.009 0.058 -0.019
H 3.26166 -1.07301 -0.72625 0.043 0.009 0.007
H 3.25638 -3.54439 -0.48466 0.099 -0.093 0.029
H 1.72829 -7.65645 0.97594 -0.129 -0.105 0.043
H 0.70145 -7.90615 -2.63827 -0.038 0.103 -0.086
H -0.79043 -7.51665 -1.74968 -0.043 0.209 -0.175
H -0.40472 -9.19782 -2.15070 0.138 0.054 0.144
C -2.00927 0.91474 -0.65733 0.010 0.032 -0.282
C -1.31384 2.23689 -0.97160 -0.052 -0.414 0.511
C -0.57926 2.75098 0.26901 -0.187 0.488 -0.643
C -0.16869 4.21335 0.09227 -0.012 -0.421 0.589
C 0.50410 4.73837 1.36651 -0.170 0.405 -0.107
C 0.71363 6.23886 1.27293 0.883 0.477 0.145
C 2.02520 6.63772 0.97469 -0.331 -0.629 0.057
C 2.36868 7.96775 0.81687 -0.246 0.756 -0.017
O 3.65784 8.30348 0.52687 -0.171 -0.113 0.038
C 1.39246 8.93848 0.94887 -0.021 0.082 0.071
C 0.08186 8.58570 1.24140 -0.896 0.556 -0.029
O -0.80341 9.61863 1.34408 0.364 -0.757 -0.026
C -0.30584 7.23318 1.41822 0.473 -1.414 0.224
C -1.73121 6.92131 1.73431 0.866 1.151 -0.471
O -2.57253 7.78258 1.51349 -0.593 -0.591 0.403
O -2.07191 5.73811 2.27625 0.356 0.421 -0.353
H -2.78445 1.06147 0.10091 0.072 -0.055 -0.069
H -1.28969 0.18351 -0.27865 -0.140 0.006 -0.020
H -2.48015 0.51174 -1.55868 -0.027 -0.107 0.152
H -2.06687 2.96368 -1.29327 0.144 0.049 -0.022
H -0.60265 2.10061 -1.79258 -0.065 0.093 -0.019
H 0.30204 2.12992 0.46014 -0.057 -0.007 0.074
H -1.24035 2.67341 1.13891 0.059 -0.038 -0.006
H -1.05841 4.81027 -0.13016 0.057 -0.024 -0.036
H 0.51854 4.31015 -0.75448 -0.057 0.090 0.033
H 1.46555 4.22885 1.48630 0.004 0.254 -0.051
H -0.07142 4.48259 2.25767 -0.168 0.019 -0.187
H 2.81125 5.90036 0.84961 -0.151 -0.039 0.056
H 3.73817 9.26574 0.44178 -0.117 -0.333 0.053
H 1.62518 9.98894 0.82527 -0.058 0.021 0.009
H -1.69966 9.21091 1.42516 0.321 0.132 -0.085
H -3.03194 5.79062 2.38841 -0.123 -0.074 0.044
```
Forces are in eV/Å.

Results
Kohn-Sham gap ... 9.28 eV
2S+1 ... 1
Structure (SMILES) ... CNC(=O)[C@H](Cc1ccccc1)NC(C)=O.CCCCCc1cc(O)cc(O)c1C(=O)O
DFT total energy ... -1494.7499 a.u.

***

Molecular formula: C24H32N2OS
Method: DFT, wB97M-V/def2-TZVPD

The geometry in XYZ format:
```
60
Properties=species:S:1:pos:R:3:forces:R:3
C -8.18029 -0.23736 -1.25397 0.005 -0.053 0.012
C -6.75190 -0.34208 -0.81379 0.029 0.061 -0.031
C -6.34899 -1.37508 0.02867 0.039 0.067 -0.058
C -5.03893 -1.48320 0.44137 0.098 0.041 -0.017
C -4.08878 -0.55671 0.01691 0.327 0.087 0.013
S -2.43789 -0.81023 0.60332 0.195 0.197 0.014
C -1.58122 0.73640 0.13076 -0.282 -0.455 0.098
C -0.22720 0.77479 0.83289 -0.220 -0.045 0.258
C 0.58154 2.02655 0.57209 -0.040 0.088 0.000
C 1.68926 2.24979 1.38607 -0.036 0.048 0.006
C 2.51346 3.33845 1.17614 0.041 -0.048 0.077
C 2.24028 4.22614 0.14770 0.008 0.089 -0.085
C 1.13865 4.01678 -0.66118 0.074 0.126 -0.080
C 0.31476 2.92177 -0.45368 -0.063 -0.107 0.097
N 0.57673 -0.39777 0.50230 -0.320 0.196 0.028
C 1.03237 -0.55604 -0.85914 0.359 -0.024 -0.211
C 2.55340 -0.41221 -1.01318 -0.238 -0.056 -0.127
N 3.23070 -1.65997 -0.74124 0.048 -0.058 0.027
C 4.50608 -1.80943 -1.41198 0.137 0.287 -0.028
C 5.63750 -0.81994 -1.04584 0.046 -0.193 -0.112
C 6.47539 -1.30978 0.13363 -0.206 0.211 -0.073
C 6.54266 -0.60429 -2.25824 -0.201 0.097 0.218
C 3.21016 -2.01974 0.65978 -0.156 -0.177 -0.095
C 1.80000 -2.41530 1.11738 0.132 0.047 0.268
C 0.96229 -1.21749 1.51128 0.106 -0.389 -0.024
O 0.66667 -1.00030 2.67150 -0.007 -0.016 0.444
C -4.47538 0.47061 -0.82973 0.084 -0.035 0.055
C -5.79692 0.57124 -1.23221 -0.135 -0.060 0.010
H -8.84436 -0.21957 -0.39094 -0.104 0.025 0.003
H -8.34322 0.66475 -1.83827 -0.067 0.040 -0.038
H -8.45183 -1.09875 -1.86390 -0.091 -0.010 -0.055
H -7.07589 -2.09944 0.36685 -0.081 -0.087 0.049
H -4.73211 -2.28245 1.09875 -0.019 -0.117 0.106
H -1.48330 0.74021 -0.95520 -0.001 0.189 -0.012
H -2.18915 1.57849 0.46125 0.042 0.072 -0.094
H -0.40394 0.68954 1.91396 0.035 0.084 -0.289
H 1.89475 1.55729 2.18970 0.030 -0.106 0.104
H 3.36888 3.49760 1.81612 0.064 0.014 0.061
H 2.88195 5.07849 -0.01902 0.047 0.073 -0.014
H 0.91684 4.70673 -1.46223 -0.012 0.059 -0.062
H -0.54022 2.78216 -1.09800 -0.108 -0.045 -0.059
H 0.55701 0.22269 -1.45602 -0.031 -0.063 0.029
H 0.72720 -1.52948 -1.25540 -0.018 0.123 -0.079
H 2.76636 -0.13440 -2.04792 0.018 0.021 -0.002
H 2.89072 0.41226 -0.36041 -0.013 -0.033 -0.123
H 4.85067 -2.83200 -1.23530 0.061 -0.036 -0.072
H 4.29695 -1.71672 -2.48251 0.058 -0.044 -0.001
H 5.18464 0.14134 -0.78046 -0.019 -0.010 -0.015
H 5.87614 -1.41751 1.03278 -0.014 -0.054 0.145
H 7.27615 -0.60323 0.34391 0.101 0.026 0.074
H 6.92508 -2.27351 -0.09823 0.070 -0.132 -0.014
H 6.97842 -1.54962 -2.57519 0.089 -0.125 -0.086
H 7.35173 0.08033 -2.01338 0.122 0.043 -0.026
H 5.98307 -0.18602 -3.09221 -0.024 0.021 -0.128
H 3.86678 -2.88275 0.78773 0.011 0.067 0.049
H 3.57675 -1.20572 1.30969 0.067 -0.082 0.013
H 1.31062 -2.98577 0.32809 0.029 -0.055 -0.040
H 1.87686 -3.04017 2.00813 -0.097 0.096 -0.040
H -3.76496 1.19896 -1.18739 0.091 0.050 -0.009
H -6.08230 1.38064 -1.88949 -0.061 0.070 -0.061
```
Forces are in eV/Å.

Results
Kohn-Sham gap ... 8.56 eV
2S+1 ... 1
Structure (SMILES) ... Cc1ccc(SC[C@H](c2ccccc2)N2CCN(CC(C)C)CCC2=O)cc1
DFT total energy ... -1516.6842 a.u.

***

Molecular formula: C24H32N3NiOSSb
Method: DFT, wB97M-V/def2-TZVPD

The geometry in XYZ format:
```
63
Properties=species:S:1:pos:R:3:forces:R:3
Ni 0.01523 -0.01650 0.24901 -0.033 -0.580 0.706
C 1.59082 -0.98738 2.75911 0.036 0.027 -0.051
C 2.45633 -1.06772 1.53628 -0.003 0.041 -0.144
C 3.76339 -1.53729 1.58318 -0.006 0.002 -0.015
C 4.51614 -1.57113 0.42602 0.015 -0.010 0.016
C 3.95246 -1.13611 -0.76892 0.000 0.008 -0.045
C 2.65000 -0.67915 -0.76712 -0.158 -0.002 0.290
N 1.92492 -0.64818 0.37426 0.189 -0.112 0.153
Sb 1.68554 -0.00641 -2.57487 0.339 0.021 -0.174
C -0.02597 -1.27384 -2.24552 0.084 0.311 -0.344
C -0.59163 -1.81119 -3.38581 -0.140 -0.326 0.233
C -1.57814 -2.78060 -3.22437 -0.018 0.026 -0.051
C -1.94826 -3.15847 -1.94838 -0.013 -0.032 0.020
C -1.37674 -2.53872 -0.84110 -0.001 0.026 0.136
C -1.74262 -2.91180 0.56184 0.029 0.004 -0.015
N -0.43490 -1.59657 -1.00624 -0.144 0.412 -0.323
C 1.05354 1.82119 -1.60726 -0.045 0.114 0.080
C 1.29082 3.00829 -2.26785 -0.019 0.118 0.075
C 1.08514 4.21079 -1.59035 -0.028 -0.045 0.086
C 0.68297 4.17831 -0.26996 0.024 -0.050 -0.045
C 0.45155 2.95148 0.35290 -0.025 0.085 0.050
C 0.08877 2.86634 1.80433 0.032 0.021 0.022
N 0.60844 1.81046 -0.32654 -0.083 -0.086 -0.623
H 2.01688 -1.54806 3.58783 0.012 0.003 -0.015
H 0.59585 -1.39462 2.56451 -0.053 -0.020 -0.016
H 1.48396 0.05047 3.08389 -0.007 0.010 0.000
H 4.17706 -1.87328 2.52363 -0.007 0.000 0.006
H 5.53439 -1.93638 0.44858 0.001 0.004 -0.005
H 4.52436 -1.15846 -1.68692 -0.004 0.002 -0.001
H -0.26217 -1.50896 -4.37098 0.034 -0.023 0.016
H -2.03835 -3.24535 -4.08675 -0.010 0.002 0.006
H -2.68969 -3.92992 -1.79522 -0.010 -0.011 0.008
H -2.65277 -3.50644 0.58697 0.003 -0.002 0.006
H -1.89628 -2.01934 1.17019 -0.003 -0.030 -0.005
H -0.94020 -3.50629 1.00448 0.000 0.000 -0.003
H 1.64325 3.00761 -3.29089 0.009 -0.004 0.004
H 1.26180 5.15670 -2.08572 -0.004 -0.005 0.001
H 0.55142 5.09108 0.29470 -0.001 0.004 0.004
H -0.59070 3.66789 2.08925 0.008 -0.017 0.004
H 0.99207 2.97022 2.40921 0.012 0.007 0.004
H -0.37810 1.91067 2.05454 0.044 0.042 -0.001
C -3.91515 3.09996 -3.19181 0.025 0.019 -0.029
C -3.83185 2.93865 -1.67837 -0.081 0.032 0.052
C -2.99086 1.72127 -1.31273 0.050 -0.045 0.054
S -2.64576 1.64417 0.44620 -0.074 -0.162 -0.091
O -1.88980 0.30398 0.65218 0.002 0.260 -0.013
C -4.27774 1.35481 1.14424 -0.014 -0.018 0.057
C -5.22472 0.40049 0.42571 0.026 0.033 -0.050
C -4.78042 -1.05590 0.41023 0.003 -0.011 -0.041
H -4.51657 3.96868 -3.45277 0.002 -0.002 0.002
H -4.37307 2.22646 -3.65728 0.001 -0.010 0.001
H -2.92261 3.23665 -3.62625 -0.024 -0.002 0.002
H -4.83797 2.83562 -1.26285 0.063 0.025 -0.011
H -3.39244 3.83414 -1.22994 -0.005 0.005 -0.012
H -2.00310 1.78433 -1.77504 0.063 -0.005 -0.018
H -3.44847 0.77630 -1.60405 -0.031 -0.042 -0.044
H -4.70513 2.35692 1.23606 0.018 0.002 -0.019
H -4.04058 1.01506 2.15618 -0.054 0.005 0.009
H -5.41160 0.75397 -0.59192 -0.015 -0.017 0.063
H -6.18259 0.48829 0.94243 0.006 -0.014 0.015
H -3.86719 -1.19349 -0.17050 -0.014 0.013 -0.004
H -5.55865 -1.67905 -0.02911 0.004 0.001 0.011
H -4.59009 -1.41950 1.42092 -0.001 0.000 0.017
```
Forces are in eV/Å.

Results
Kohn-Sham gap (alpha / beta) ... 9.41 / 8.62 eV
Total charge ... +2
2S+1 ... 3
⟨S²⟩ ... 2.005
DFT total energy ... -3319.4980 a.u.

***

Molecular formula: C24H32N3O10P2W
Method: DFT, wB97M-V/def2-TZVPD

The geometry in XYZ format:
```
72
Properties=species:S:1:pos:R:3:forces:R:3
W 0.46727 0.27556 -0.43992 0.174 0.151 -1.248
C 2.97917 2.28299 -1.14871 0.008 0.005 0.021
N 2.79761 0.97639 -0.45406 -0.052 0.004 0.009
C 3.67464 0.01168 -1.19084 -0.017 -0.019 -0.020
C 3.06508 -0.48684 -2.48248 -0.004 0.005 -0.006
C 2.20999 -1.70193 -2.16409 -0.044 0.034 -0.031
N 1.44976 -1.53364 -0.92117 -0.092 0.197 0.075
C 1.30074 -2.70078 -0.23014 0.012 -0.062 0.037
C 0.17258 -3.11198 0.40105 -0.068 0.035 -0.019
C 0.11659 -4.20824 1.33605 -0.055 -0.035 0.025
C -0.88273 -4.57723 2.18274 0.038 -0.019 -0.019
C -2.15650 -3.94775 2.53158 0.000 -0.064 -0.059
C -2.55788 -2.73317 2.17122 0.128 0.035 -0.015
C -1.12873 -2.44729 0.13867 0.014 -0.026 -0.006
O -1.08775 -1.23376 -0.64205 -0.174 -0.024 0.135
C 3.42568 1.11364 0.91067 -0.019 -0.007 0.010
C 2.52051 1.43032 2.09271 0.022 0.010 -0.006
C 1.42514 2.44884 1.86597 0.015 -0.091 -0.016
N 0.60984 2.23638 0.63652 0.260 -0.231 0.443
C -0.12010 3.24301 0.34762 -0.187 0.338 -0.037
C -0.92354 3.45637 -0.83015 -0.105 0.099 -0.032
C -1.90678 4.44802 -0.82533 0.010 0.011 0.090
C -2.64477 4.70605 -1.96156 -0.050 0.029 -0.053
C -2.36614 4.00346 -3.13135 0.023 -0.019 0.002
C -1.36302 3.04697 -3.16993 -0.058 0.047 -0.045
C -0.65260 2.76453 -2.01215 0.074 -0.071 0.023
O 0.36490 1.87645 -2.02430 0.092 0.228 0.525
H 4.04315 2.52825 -1.16636 0.010 -0.001 0.011
H 2.44897 3.07298 -0.62910 -0.019 0.009 0.006
H 2.60365 2.23382 -2.16297 -0.007 -0.015 -0.014
H 3.83942 -0.84248 -0.53689 0.021 -0.017 0.008
H 4.63997 0.49810 -1.34935 0.024 0.020 -0.007
H 3.85199 -0.76808 -3.18337 0.004 -0.008 -0.003
H 2.48187 0.29476 -2.96986 0.010 0.021 -0.015
H 2.86776 -2.56884 -2.04409 0.013 -0.027 0.019
H 1.53374 -1.93334 -2.99272 -0.001 -0.019 -0.010
H 2.16806 -3.36478 -0.21110 0.016 0.002 0.006
H 1.01108 -4.82315 1.37694 -0.020 0.003 -0.013
H -0.69650 -5.47494 2.75766 0.009 0.020 0.010
H -2.81064 -4.52881 3.17447 0.015 -0.004 -0.004
H -3.92555 -1.20472 2.14009 0.171 0.106 0.616
H 4.21464 1.86466 0.82189 0.017 0.006 -0.012
H 3.91570 0.17025 1.14038 0.002 -0.015 -0.001
H 3.15979 1.82408 2.88593 0.015 0.010 -0.006
H 2.09663 0.50974 2.46804 0.007 -0.012 0.021
H 1.86107 3.44713 1.80018 -0.011 0.042 -0.030
H 0.75104 2.43428 2.72373 -0.040 -0.013 -0.003
H -0.11696 4.07345 1.05831 -0.011 0.021 -0.037
H -2.08813 5.00946 0.08474 0.004 -0.007 -0.020
H -3.41801 5.46173 -1.95104 0.013 -0.009 -0.001
H -2.92847 4.21674 -4.03157 0.004 -0.006 0.016
H -1.12110 2.51863 -4.08127 0.001 -0.002 -0.003
C -2.04929 -3.41562 -0.60560 0.020 0.001 0.003
C -1.75781 -1.78784 1.38684 -0.015 -0.005 0.035
O -3.84001 -2.18494 2.62427 -0.173 0.540 -0.522
P -2.39470 -0.39710 0.35802 0.131 0.020 0.037
O -3.51873 -0.68001 -0.72848 -0.030 -0.072 -0.002
O -3.59043 0.04463 1.49985 -0.130 -0.390 -0.292
O -1.59015 0.88512 0.25998 0.076 -0.008 -0.021
P -0.40797 -1.05845 2.46259 -0.017 0.059 0.059
O -1.14065 0.24265 3.09950 0.043 -0.012 -0.030
O 0.05637 -1.93768 3.53594 -0.002 -0.006 -0.002
O 0.60809 -0.55526 1.43319 -0.101 0.120 0.150
H -3.08975 -3.08909 -0.60636 0.007 0.000 0.001
H -1.99702 -4.41102 -0.17470 -0.008 -0.012 0.007
H -1.69146 -3.46947 -1.63475 -0.008 0.001 0.009
H -4.58318 -2.75398 2.36718 -0.013 -0.068 0.035
H -3.12579 -0.95207 -1.57025 -0.008 -0.026 -0.012
H -3.44053 0.91398 1.89450 0.040 -0.164 0.125
H -1.08700 0.16361 4.06242 -0.013 -0.014 0.000
O -0.50916 -0.05278 -3.39518 0.059 0.121 -0.177
C -0.02299 0.20838 -2.37823 -0.051 -0.755 0.278
```
Forces are in eV/Å.

Results
Kohn-Sham gap ... 6.75 eV
Total charge ... +1
2S+1 ... 1
DFT total energy ... -2600.1677 a.u.

***

> Which value of DFT total energy does entry 4 give?

-2600.1677 a.u.

***

> Which value of 2S+1 does entry 1 give?

1